[1]
A structure of composition C25H24N4O8RbSSe. Source: OMol25; level of theory: ωB97M-V/def2-TZVPD.

Summary:
orbital gap: 7.109 eV
net charge: -1
LUMO: 0.078 Eh

Last column: natural (NBO) charge in e.
Geometry (Å):
Rb: 1.7118 -0.3348 -0.1208  0.957
O: -2.5182 -2.7023 0.4044  -0.702
C: -1.4719 -1.9996 0.8427  0.764
O: -1.3864 -0.7999 0.7555  -0.584
C: -0.4158 -2.8768 1.4508  0.063
C: -0.6841 -4.1883 1.8149  -0.219
C: 0.3607 -4.9580 2.3094  -0.188
C: 1.6105 -4.3850 2.4368  -0.200
C: 1.7754 -3.0476 2.0807  0.109
N: 0.7808 -2.3120 1.5991  -0.409
C: 3.1359 -2.3769 2.3067  0.743
O: 3.8193 -2.8404 3.2314  -0.723
O: 3.4236 -1.4248 1.5298  -0.800
H: -3.1535 -2.1006 -0.0401  0.529
H: -1.6828 -4.5848 1.7069  0.230
H: 0.1966 -5.9911 2.5889  0.210
H: 2.4616 -4.9296 2.8195  0.241
C: 5.2760 4.1020 2.7674  -0.418
N: 5.1490 2.6955 3.0493  -0.402
C: 5.2095 1.6835 2.1265  0.270
Se: 5.6540 1.8905 0.3725  -0.306
N: 4.9989 0.5215 2.7863  -0.572
C: 4.7866 0.7844 4.1350  0.117
C: 4.5592 -0.0548 5.2143  -0.218
C: 4.4414 0.5426 6.4634  -0.228
C: 4.5408 1.9236 6.6294  -0.229
C: 4.7654 2.7649 5.5470  -0.262
C: 4.8972 2.1648 4.3051  0.169
H: 5.3494 4.2255 1.6903  0.257
H: 6.1724 4.5102 3.2391  0.196
H: 4.3988 4.6367 3.1355  0.199
H: 4.5399 -0.2886 2.3121  0.484
H: 4.4503 -1.1200 5.0635  0.259
H: 4.2687 -0.0826 7.3307  0.209
H: 4.4345 2.3504 7.6195  0.205
H: 4.8308 3.8389 5.6676  0.212
C: -5.6372 3.4216 -5.8832  -0.630
C: -5.3394 2.1654 -5.1091  0.008
C: -5.1965 2.1930 -3.7263  -0.211
C: -4.8699 1.0425 -3.0226  -0.188
C: -4.7005 -0.1406 -3.7161  -0.283
C: -4.8583 -0.2023 -5.0944  -0.185
C: -5.1770 0.9529 -5.7823  -0.227
S: -4.2536 -1.6092 -2.8446  2.299
O: -5.0553 -2.6997 -3.3269  -0.939
O: -4.3590 -1.3226 -1.4246  -0.990
N: -2.6928 -1.8752 -3.3197  -0.866
C: -1.8067 -0.7369 -3.6752  -0.238
C: -1.4905 0.2948 -2.5847  -0.564
C: -0.0089 0.2201 -2.1149  0.765
O: 0.5896 -0.8722 -2.2919  -0.822
O: 0.4629 1.2499 -1.5966  -0.779
H: -5.7164 4.2832 -5.2221  0.216
H: -6.5706 3.3249 -6.4403  0.219
H: -4.8374 3.6147 -6.6005  0.223
H: -5.3175 3.1277 -3.1926  0.214
H: -4.7341 1.0572 -1.9490  0.252
H: -4.7194 -1.1497 -5.6006  0.238
H: -5.2878 0.9246 -6.8604  0.211
H: -2.2416 -2.4950 -2.6481  0.412
H: -2.2354 -0.2671 -4.5582  0.191
H: -0.8626 -1.1927 -3.9619  0.252
H: -2.1055 0.1394 -1.6959  0.236
H: -1.6646 1.3146 -2.9283  0.220

Atoms 1-2, force components in eV/Å:
1.282 0.236 1.253
-0.325 -0.061 -0.224

[2]
A structure of composition C39H48N2O2PdSb2. Source: OMol25; level of theory: ωB97M-V/def2-TZVPD.

Summary:
orbital gap (alpha / beta): 7.223 / 6.517 eV
net charge: +2
multiplicity: 3
LUMO (alpha / beta): -0.195 / -0.270 Eh

Last column: Löwdin spin population.
Geometry (Å):
Pd: 0.2045 0.8427 0.4825  1.090
O: 6.6579 3.3209 -0.3751  0.000
C: 6.5051 2.0516 0.2139  0.001
C: 5.0372 1.7751 0.3780  0.005
C: 4.5956 0.6551 1.0728  0.001
C: 3.2412 0.4227 1.1896  0.013
N: 2.3248 1.2457 0.6664  0.061
C: 2.7421 2.3318 -0.0031  0.009
C: 4.0833 2.6232 -0.1710  0.001
C: 1.6707 3.1740 -0.6050  0.014
C: 1.8791 4.4898 -0.9792  0.005
C: 0.8509 5.2082 -1.5707  0.003
C: 1.0571 6.6337 -2.0250  0.001
O: 2.2747 7.1817 -1.5873  0.000
C: -0.3673 4.5628 -1.7700  0.003
C: -0.5102 3.2590 -1.3533  0.016
N: 0.4794 2.5717 -0.7711  0.118
H: 7.5928 3.4997 -0.5162  0.000
H: 6.9840 1.9944 1.1974  0.000
H: 6.9381 1.2604 -0.4095  0.000
H: 5.2930 -0.0373 1.5262  0.000
H: 2.8616 -0.4328 1.7343  0.001
H: 4.4030 3.4898 -0.7292  0.000
H: 2.8338 4.9687 -0.8160  0.001
H: 0.1959 7.2416 -1.7331  0.000
H: 1.0807 6.6322 -3.1180  0.000
H: 2.1569 7.5935 -0.7253  0.000
H: -1.2010 5.0668 -2.2421  0.001
H: -1.4380 2.7226 -1.4896  0.001
C: -4.1695 2.6591 -0.8080  0.001
C: -4.1828 1.3872 0.0294  0.018
Sb: -2.4138 1.0171 1.1419  0.103
C: -2.3779 2.7773 2.3466  0.032
C: -3.6384 2.9756 3.1834  0.010
C: -3.0231 -0.4542 2.5543  0.018
C: -4.5256 -0.7202 2.5752  0.004
H: -5.1660 2.8537 -1.2052  0.000
H: -3.5016 2.5724 -1.6657  0.000
H: -3.8781 3.5373 -0.2287  0.000
H: -4.3723 0.5043 -0.5766  0.000
H: -4.9601 1.4242 0.7935  0.003
H: -2.2092 3.6186 1.6709  0.000
H: -1.4874 2.6943 2.9726  0.002
H: -4.5421 2.9811 2.5709  0.000
H: -3.6088 3.9277 3.7139  0.002
H: -3.7509 2.1895 3.9313  0.000
H: -2.6612 -0.0950 3.5203  0.000
H: -2.4779 -1.3673 2.3154  0.000
H: -5.1009 0.1757 2.8108  0.000
H: -4.7674 -1.4637 3.3356  0.001
H: -4.8738 -1.1060 1.6160  0.000
C: -1.6285 -4.2907 1.3127  0.001
C: -2.4354 -3.4761 0.3377  0.008
C: -3.7749 -3.8129 0.1427  0.001
C: -4.5847 -3.1230 -0.7452  0.005
C: -4.0692 -2.0613 -1.4729  0.000
C: -2.7458 -1.6946 -1.2827  0.005
C: -1.9293 -2.3873 -0.3851  0.028
Sb: 0.0365 -1.6450 -0.3716  0.219
C: 1.1101 -2.4223 1.2515  0.047
C: 0.6629 -1.8944 2.4704  0.026
C: 1.2666 -2.2443 3.6656  0.001
C: 2.3299 -3.1371 3.6400  0.010
C: 2.7792 -3.6509 2.4347  0.004
C: 2.1937 -3.3049 1.2151  0.012
C: 2.7420 -3.9143 -0.0460  0.002
C: 0.8076 -2.0014 -2.2783  0.046
C: 1.4068 -0.9106 -2.9081  0.006
C: 1.8982 -1.0355 -4.1975  0.000
C: 1.7778 -2.2529 -4.8517  0.000
C: 1.1801 -3.3335 -4.2210  0.003
C: 0.6862 -3.2364 -2.9231  0.009
C: 0.0498 -4.4394 -2.2837  0.005
H: -2.1034 -5.2560 1.4782  0.000
H: -1.5469 -3.7942 2.2827  0.000
H: -0.6107 -4.4770 0.9704  0.000
H: -4.1833 -4.6524 0.6921  0.000
H: -5.6145 -3.4273 -0.8790  0.000
H: -4.6854 -1.5327 -2.1888  0.000
H: -2.3431 -0.8682 -1.8639  0.001
H: -0.1801 -1.2080 2.4956  0.010
H: 0.9132 -1.8320 4.6009  0.000
H: 2.8132 -3.4339 4.5614  0.001
H: 3.6124 -4.3437 2.4316  0.000
H: 3.8203 -4.0447 0.0353  0.000
H: 2.5455 -3.3126 -0.9311  0.001
H: 2.3122 -4.9047 -0.2148  0.000
H: 1.4875 0.0432 -2.3962  0.002
H: 2.3650 -0.1924 -4.6883  0.000
H: 2.1548 -2.3658 -5.8594  0.000
H: 1.1009 -4.2796 -4.7427  0.001
H: 0.5540 -5.3523 -2.5990  0.000
H: -1.0020 -4.5244 -2.5651  0.000
H: 0.0923 -4.4110 -1.1924  0.002

Atoms 1-2, force components in eV/Å:
-0.265 0.126 0.189
0.032 -0.032 -0.002

[3]
An isolated molecule of C9H21N3. Source: OMol25; level of theory: ωB97M-V/def2-TZVPD.

Summary:
orbital gap: 9.752 eV
net charge: 0
LUMO: 0.035 Eh

Last column: natural (NBO) charge in e.
Geometry (Å):
N: 0.3798 2.5406 -0.0295  -0.866
C: 1.4762 1.8146 -0.7434  -0.223
C: 2.3862 0.9778 0.1469  -0.423
C: 1.8156 -0.2921 0.7810  -0.042
C: 1.9789 -1.5443 -0.1171  -0.416
C: 0.8599 -1.7372 -1.1276  -0.401
C: -0.5060 -1.7427 -0.4338  -0.421
C: -0.6589 -0.4217 0.3446  -0.065
C: -1.9977 -0.2414 1.0748  -0.420
C: -3.2289 -0.0943 0.1555  -0.219
N: -3.1703 0.9570 -0.8807  -0.820
N: 0.4510 -0.1289 1.2795  -0.645
H: 0.2028 2.0529 0.8572  0.379
H: 0.7180 3.4853 0.2093  0.355
H: 2.1063 2.5585 -1.2335  0.194
H: 1.0462 1.1807 -1.5315  0.173
H: 3.2984 0.6955 -0.4039  0.207
H: 2.7417 1.6392 0.9555  0.204
H: 2.3883 -0.4794 1.6805  0.199
H: 2.9410 -1.4666 -0.6244  0.207
H: 2.0115 -2.4147 0.5374  0.198
H: 0.8786 -0.9331 -1.8792  0.196
H: 1.0138 -2.7014 -1.6726  0.210
H: -1.3050 -1.8575 -1.1912  0.212
H: -0.6202 -2.5922 0.2771  0.192
H: -0.6106 0.3558 -0.4133  0.194
H: -1.8824 0.6696 1.6916  0.210
H: -2.1550 -1.0852 1.7587  0.198
H: -3.5000 -1.0492 -0.3393  0.185
H: -4.1008 0.0956 0.8102  0.191
H: -2.8367 1.8150 -0.4427  0.355
H: -2.4448 0.7136 -1.5377  0.346
H: 0.3229 -0.7698 2.0419  0.355

Atoms 1-2, force components in eV/Å:
0.783 0.119 0.187
-0.413 0.213 0.111

| no. | calculated total energy (a.u.) |
| --- | --- |
| 1 | -4611.95019 |
| 2 | -2382.74570 |
| 3 | -519.78309 |